{"formula": "C31H39N11O3S2Sn", "method": "ωB97M-V/def2-TZVPD", "fmax_ev_per_a": 1.40, "relative_energy_ev": 0.694, "e_tot_ha": -3042.00918, "total_charge": 4, "homo_lumo_gap_ev": [4.790, 5.325], "elements": ["Sn", "C", "N", "C", "C", "O", "C", "O", "C", "C", "O", "N", "C", "C", "H", "H", "H", "H", "H", "H", "H", "H", "H", "H", "H", "H", "H", "H", "H", "H", "C", "C", "C", "N", "N", "C", "N", "S", "H", "H", "H", "H", "H", "H", "H", "S", "C", "C", "C", "N", "C", "C", "C", "C", "C", "N", "C", "C", "H", "H", "H", "H", "H", "H", "H", "H", "N", "C", "C", "C", "C", "C", "N", "C", "H", "H", "H", "H", "N", "C", "C", "N", "C", "H", "H", "H", "H"], "xyz": [[-0.4633, 0.5453, 0.3389], [-5.3600, -1.0296, 3.1450], [-4.6403, -0.1230, 2.2475], [-5.4279, 0.9240, 1.5968], [-3.3676, -0.2778, 1.9284], [-2.7715, 0.4898, 1.1412], [-2.5930, -1.4266, 2.5610], [-1.4186, -1.6715, 1.8080], [-1.4162, -2.9076, 1.1158], [-0.8483, -2.7442, -0.2787], [-0.3650, -1.6458, -0.6380], [-0.8748, -3.8100, -1.0572], [-0.3520, -3.7647, -2.4199], [-1.4684, -5.0813, -0.6368], [-5.6781, -1.9308, 2.6161], [-4.7562, -1.3171, 4.0034], [-6.2503, -0.5287, 3.5131], [-6.4582, 0.5900, 1.5091], [-5.4110, 1.8469, 2.1792], [-5.0283, 1.1268, 0.6074], [-2.2953, -1.1449, 3.5753], [-3.2097, -2.3218, 2.6311], [-0.7979, -3.6280, 1.6609], [-2.4265, -3.3145, 1.0345], [0.0234, -2.7704, -2.6366], [0.4515, -4.4932, -2.5257], [-1.1475, -4.0155, -3.1213], [-1.0463, -5.4289, 0.3054], [-2.5512, -4.9939, -0.5317], [-1.2665, -5.8350, -1.3909], [-1.4957, 3.2363, 5.8043], [-1.7507, 2.5906, 4.4396], [-1.0253, 3.2440, 3.3336], [-0.6132, 2.5974, 2.2382], [-0.0009, 3.3547, 1.3613], [0.1001, 4.6300, 1.7772], [0.6836, 5.5697, 1.0747], [-0.6254, 4.9193, 3.3468], [-2.0984, 2.7583, 6.5716], [-1.7655, 4.2947, 5.7914], [-0.4465, 3.1565, 6.0883], [-2.8246, 2.6544, 4.2150], [-1.4879, 1.5308, 4.4211], [1.1212, 5.3460, 0.1855], [0.7406, 6.5287, 1.4044], [5.1981, -0.8727, -5.3785], [4.0122, -0.1894, -4.2136], [3.6503, 1.1489, -4.1346], [2.8096, 1.5312, -3.0902], [2.3647, 0.6941, -2.1512], [2.7567, -0.5786, -2.2204], [3.5709, -1.0692, -3.2321], [4.5991, -0.7217, -7.0159], [4.9119, -1.8604, -7.7856], [4.4623, -1.8827, -9.1026], [3.8236, -0.8453, -9.5998], [3.4952, 0.2265, -8.8936], [3.8981, 0.3467, -7.5719], [4.0400, 1.8959, -4.8112], [2.5113, 2.5676, -2.9856], [2.4185, -1.2223, -1.4163], [3.8813, -2.1058, -3.2350], [5.4958, -2.6833, -7.3923], [4.6718, -2.7218, -9.7559], [2.9526, 1.0171, -9.3958], [3.6882, 1.2573, -7.0381], [0.2020, 1.0007, -6.0882], [-0.5520, 1.3779, -5.3106], [-1.3991, 1.8240, -4.2563], [-2.4088, 2.7685, -4.4318], [-3.1530, 3.1407, -3.3275], [-2.8450, 2.5852, -2.0951], [-1.8661, 1.6929, -1.9245], [-1.1749, 1.3024, -2.9841], [-2.6099, 3.1876, -5.4086], [-3.9579, 3.8561, -3.4188], [-3.3978, 2.8582, -1.2042], [-0.4102, 0.5511, -2.8174], [3.6014, -0.0744, 2.7052], [2.6687, -0.5200, 3.6001], [1.4674, -0.3948, 2.9664], [1.6672, 0.1156, 1.7022], [2.9686, 0.2984, 1.5797], [4.5968, -0.0395, 2.8672], [2.9208, -0.8809, 4.5818], [0.4798, -0.6438, 3.3183], [3.4618, 0.6970, 0.7085]], "forces_ev_per_a": [[-0.4, -1.0, -0.4], [0.0, -0.3, 0.1], [0.1, 0.0, -0.2], [0.0, 0.2, -0.1], [-0.2, -0.1, 0.2], [0.5, 0.2, -0.2], [0.0, 0.1, 0.0], [0.1, 0.2, -0.2], [0.1, -0.2, 0.0], [-0.1, -0.3, 0.0], [0.1, 0.9, 0.1], [0.1, 0.2, 0.0], [0.1, 0.1, -0.1], [-0.2, -0.1, 0.3], [0.0, 0.0, 0.0], [0.0, 0.1, 0.0], [0.0, 0.1, 0.0], [0.0, 0.0, 0.0], [0.0, 0.0, 0.0], [0.0, 0.0, 0.0], [-0.1, 0.0, 0.0], [0.0, 0.0, 0.0], [-0.1, 0.0, 0.0], [0.0, 0.0, 0.1], [0.0, 0.0, 0.0], [0.0, 0.0, 0.0], [0.0, 0.0, 0.0], [0.0, 0.0, 0.0], [0.0, 0.0, 0.0], [0.1, 0.0, 0.0], [0.1, 0.1, -0.1], [0.0, 0.0, 0.2], [-0.1, 0.5, 0.5], [0.3, 0.2, -0.6], [0.0, -0.6, 0.0], [-0.2, 1.1, 0.7], [0.0, -0.3, 0.0], [0.0, -0.4, -0.3], [0.0, 0.0, 0.0], [-0.1, 0.0, 0.1], [0.0, 0.0, 0.0], [0.0, 0.0, -0.1], [0.0, 0.0, 0.0], [-0.1, 0.0, 0.0], [0.0, 0.0, -0.1], [-0.6, -0.2, -0.5], [0.2, 0.3, -0.1], [0.0, 0.0, 0.1], [0.1, -0.1, -0.1], [0.0, 0.0, 0.0], [0.0, 0.1, -0.1], [0.1, -0.2, 0.0], [0.4, 0.0, 1.1], [0.3, -0.3, -0.3], [0.0, 0.1, 0.6], [-0.2, -0.3, -1.4], [0.4, 0.1, 1.1], [-0.5, 0.4, -0.4], [-0.1, 0.0, -0.1], [0.0, 0.0, -0.1], [0.0, -0.1, -0.1], [-0.1, 0.0, 0.0], [0.0, 0.1, 0.1], [0.0, 0.0, 0.0], [0.0, 0.0, 0.0], [0.0, 0.0, 0.2], [0.2, -0.1, -0.1], [0.2, -0.1, -0.2], [-0.2, 0.1, 0.3], [0.1, -0.1, -0.1], [0.0, 0.0, 0.1], [0.0, 0.0, 0.0], [0.0, -0.2, 0.4], [-0.1, 0.2, -0.1], [0.0, 0.0, 0.0], [0.0, 0.0, 0.0], [0.0, 0.0, 0.0], [0.1, 0.0, -0.1], [0.1, 0.0, 0.0], [-0.4, 0.0, 0.1], [0.2, 0.0, 0.1], [-0.3, 0.0, 0.0], [-0.1, 0.0, -0.1], [0.0, 0.0, 0.0], [0.1, 0.0, 0.0], [0.1, -0.1, 0.1], [0.1, 0.0, 0.0]]}